(1)
A single C21H23N molecule at a distorted geometry. Source: OMol25; level of theory: the ωB97M-V functional and the def2-TZVPD basis.

Atoms and positions in Å:
1 C -0.056 3.860 1.256
2 C 0.404 2.457 1.505
3 C -0.368 1.346 1.246
4 C -1.880 1.325 0.975
5 C -2.377 0.510 -0.051
6 C -3.748 0.468 -0.350
7 C -4.668 1.248 0.359
8 C -4.214 1.996 1.423
9 C -2.849 2.042 1.740
10 C 0.469 0.097 1.270
11 N 0.831 -0.224 -0.132
12 C 1.382 -1.394 -0.652
13 C 0.688 -2.612 -0.704
14 C 1.314 -3.797 -1.168
15 C 2.635 -3.699 -1.634
16 C 3.342 -2.484 -1.546
17 C 2.705 -1.366 -1.070
18 C -0.107 -0.994 2.141
19 C 0.291 -0.607 3.573
20 C 1.697 -0.023 3.456
21 C 1.764 0.519 2.020
22 C 1.810 2.078 1.892
23 H 0.760 4.441 0.873
24 H -0.355 4.300 2.213
25 H -0.940 3.893 0.612
26 H -1.716 -0.079 -0.697
27 H -4.158 -0.155 -1.135
28 H -5.724 1.191 0.135
29 H -4.926 2.534 2.046
30 H -2.549 2.703 2.567
31 H 1.105 0.621 -0.652
32 H -0.335 -2.599 -0.340
33 H 0.792 -4.761 -1.221
34 H 3.142 -4.534 -2.067
35 H 4.393 -2.376 -1.814
36 H 3.319 -0.492 -0.871
37 H -1.173 -1.015 2.025
38 H 0.282 -2.001 1.864
39 H 0.237 -1.387 4.298
40 H -0.378 0.225 3.890
41 H 2.451 -0.802 3.693
42 H 1.826 0.760 4.224
43 H 2.653 0.094 1.569
44 H 2.078 2.550 2.859
45 H 2.503 2.367 1.085

Summary:
frontier orbital gap: 0.321 Eh
ΔE to the lowest compared entry with this formula, charge and spin: 0.187 eV
net charge: 0
HOMO level: -7.89 eV
strongest force on any atom: 2.7 eV/Å

=====

(2)
A molecular structure, C12H14HfN4O3Se. Source: OMol25; level of theory: the ωB97M-V functional and the def2-TZVPD basis.

Atoms and positions in Å:
1 Hf -0.571 1.529 0.780
2 N 1.637 0.804 0.213
3 C 2.362 0.710 1.548
4 C 1.179 0.559 2.473
5 O 0.452 1.742 2.422
6 N 0.761 -0.576 2.812
7 C -0.636 -0.870 3.155
8 C -1.419 -0.295 1.985
9 O -2.123 0.750 2.109
10 O -1.004 -0.529 0.778
11 H 1.560 -0.144 -0.161
12 H 2.213 1.314 -0.457
13 H 2.896 1.639 1.727
14 H 3.036 -0.141 1.569
15 H -0.973 -0.393 4.075
16 H -0.749 -1.949 3.233
17 C -1.226 5.883 2.209
18 N -0.799 5.902 0.813
19 C -1.066 4.999 -0.128
20 Se -2.176 3.452 0.045
21 N -0.569 5.423 -1.295
22 C 0.037 6.663 -1.121
23 C 0.670 7.525 -2.009
24 C 1.154 8.699 -1.474
25 C 1.015 9.006 -0.109
26 C 0.387 8.149 0.770
27 C -0.103 6.964 0.231
28 H -1.656 4.916 2.451
29 H -1.976 6.656 2.369
30 H -0.369 6.075 2.851
31 H -0.718 4.954 -2.176
32 H 0.770 7.292 -3.060
33 H 1.650 9.408 -2.122
34 H 1.406 9.944 0.258
35 H 0.274 8.396 1.816

Summary:
frontier orbital gap: 0.276 Eh
ΔE to the lowest compared entry with this formula, charge and spin: 0.000 eV
net charge: +2
HOMO level: -15.22 eV
strongest force on any atom: 0.6 eV/Å

=====

(3)
10 unconnected molecules or ions with the total composition C32H66FNO17S7 at a distorted geometry. Source: OMol25; level of theory: the ωB97M-V functional and the def2-TZVPD basis.

Atoms and positions in Å:
1 N 18.694 31.058 23.726
2 H 18.243 31.400 23.024
3 H 18.428 30.113 23.830
4 H 18.376 31.386 24.548
5 H 19.722 31.220 23.546
6 F 19.447 33.112 22.328
7 C 22.621 33.597 23.578
8 C 22.571 35.117 23.288
9 C 21.237 35.842 23.596
10 O 21.646 36.778 24.637
11 C 23.013 36.765 24.730
12 O 23.701 37.580 25.258
13 O 23.511 35.658 24.124
14 H 21.933 32.856 22.796
15 H 22.343 33.557 24.637
16 H 23.596 33.264 23.517
17 H 22.542 35.109 22.151
18 H 20.440 35.219 24.002
19 H 20.846 36.518 22.791
20 C 14.319 31.753 20.461
21 C 14.167 33.077 21.370
22 C 13.561 32.543 22.704
23 S 14.656 31.159 22.937
24 O 13.816 30.105 23.461
25 O 15.922 31.461 23.479
26 C 14.851 30.605 21.211
27 H 15.203 32.082 19.581
28 H 13.368 31.495 19.960
29 H 13.752 33.888 20.968
30 H 15.314 33.331 21.445
31 H 12.542 32.313 22.383
32 H 13.778 32.976 23.604
33 H 14.128 29.877 21.232
34 H 15.635 30.561 20.896
35 C 14.571 28.523 28.104
36 C 15.771 28.267 29.028
37 C 17.032 28.749 28.240
38 S 16.565 29.320 26.699
39 O 17.274 28.735 25.676
40 O 16.464 30.793 26.902
41 C 14.873 28.775 26.641
42 H 14.029 29.448 28.494
43 H 13.773 27.795 28.292
44 H 15.871 27.284 29.329
45 H 15.520 29.013 29.857
46 H 17.535 27.710 28.201
47 H 17.819 29.587 28.525
48 H 14.931 27.782 26.328
49 H 14.009 29.323 25.943
50 C 20.773 27.678 24.600
51 C 22.238 27.726 25.062
52 C 22.298 27.213 26.440
53 S 21.067 25.855 26.428
54 O 20.397 25.859 27.634
55 O 21.912 24.715 26.107
56 C 20.145 26.404 25.004
57 H 20.959 27.873 23.542
58 H 20.203 28.618 24.917
59 H 22.758 28.676 25.045
60 H 22.998 26.947 24.579
61 H 21.943 27.875 27.307
62 H 23.403 26.584 26.751
63 H 19.056 26.513 25.235
64 H 20.336 25.603 24.331
65 C 16.746 24.806 22.914
66 C 15.607 25.607 23.619
67 C 15.206 26.818 22.749
68 S 16.669 27.381 21.898
69 O 17.160 28.475 22.674
70 O 16.444 27.428 20.466
71 C 17.612 25.957 22.280
72 H 16.253 24.459 21.976
73 H 17.365 24.100 23.535
74 H 16.267 25.939 24.433
75 H 14.722 25.181 23.836
76 H 14.709 27.692 23.006
77 H 14.426 26.447 21.956
78 H 18.479 26.331 22.838
79 H 18.031 25.569 21.358
80 C 22.607 30.682 19.394
81 C 22.381 29.180 19.386
82 C 22.184 28.704 20.809
83 S 21.183 29.983 21.486
84 O 21.474 30.125 22.910
85 O 19.840 29.852 21.018
86 C 21.917 31.321 20.705
87 H 22.302 31.193 18.437
88 H 23.626 30.771 19.210
89 H 23.261 28.681 18.943
90 H 21.500 28.868 18.803
91 H 22.960 28.883 21.354
92 H 21.704 27.934 21.154
93 H 22.786 31.702 21.292
94 H 21.194 32.135 20.505
95 C 17.414 36.401 23.713
96 C 17.133 37.036 25.064
97 C 17.020 35.844 26.148
98 S 16.667 34.515 25.198
99 O 15.234 34.329 25.315
100 O 17.553 33.419 25.528
101 C 16.860 35.032 23.499
102 H 18.567 36.370 23.523
103 H 17.254 37.375 23.094
104 H 15.860 37.356 24.956
105 H 17.919 37.843 25.395
106 H 16.410 36.156 27.099
107 H 18.142 35.578 26.457
108 H 15.849 35.296 23.053
109 H 17.520 34.332 23.118
110 C 21.795 33.263 27.758
111 C 22.348 32.276 28.756
112 C 21.785 31.000 28.300
113 S 20.196 31.276 27.675
114 O 19.349 31.175 28.808
115 O 19.927 30.495 26.495
116 C 20.348 32.951 27.193
117 H 22.637 33.335 26.878
118 H 21.833 34.321 27.888
119 H 21.865 32.396 29.636
120 H 23.153 32.494 29.249
121 H 21.917 30.292 29.035
122 H 22.446 30.579 27.551
123 H 19.699 33.224 28.043
124 H 20.088 33.341 26.086

Summary:
frontier orbital gap: 0.329 Eh
ΔE to the lowest compared entry with this formula, charge and spin: 1.343 eV
net charge: 0
HOMO level: -8.70 eV
strongest force on any atom: 17.2 eV/Å

=====

- The highest strongest force on any atom belongs to which entry?
  C32H66FNO17S7

=====

- The highest ΔE to the lowest compared entry with this formula, charge and spin belongs to which entry?
  C32H66FNO17S7

=====

What did the first record say?
A single C21H23N molecule at a distorted geometry. Source: OMol25; level of theory: the ωB97M-V functional and the def2-TZVPD basis.

Atoms and positions in Å:
1 C -0.056 3.860 1.256
2 C 0.404 2.457 1.505
3 C -0.368 1.346 1.246
4 C -1.880 1.325 0.975
5 C -2.377 0.510 -0.051
6 C -3.748 0.468 -0.350
7 C -4.668 1.248 0.359
8 C -4.214 1.996 1.423
9 C -2.849 2.042 1.740
10 C 0.469 0.097 1.270
11 N 0.831 -0.224 -0.132
12 C 1.382 -1.394 -0.652
13 C 0.688 -2.612 -0.704
14 C 1.314 -3.797 -1.168
15 C 2.635 -3.699 -1.634
16 C 3.342 -2.484 -1.546
17 C 2.705 -1.366 -1.070
18 C -0.107 -0.994 2.141
19 C 0.291 -0.607 3.573
20 C 1.697 -0.023 3.456
21 C 1.764 0.519 2.020
22 C 1.810 2.078 1.892
23 H 0.760 4.441 0.873
24 H -0.355 4.300 2.213
25 H -0.940 3.893 0.612
26 H -1.716 -0.079 -0.697
27 H -4.158 -0.155 -1.135
28 H -5.724 1.191 0.135
29 H -4.926 2.534 2.046
30 H -2.549 2.703 2.567
31 H 1.105 0.621 -0.652
32 H -0.335 -2.599 -0.340
33 H 0.792 -4.761 -1.221
34 H 3.142 -4.534 -2.067
35 H 4.393 -2.376 -1.814
36 H 3.319 -0.492 -0.871
37 H -1.173 -1.015 2.025
38 H 0.282 -2.001 1.864
39 H 0.237 -1.387 4.298
40 H -0.378 0.225 3.890
41 H 2.451 -0.802 3.693
42 H 1.826 0.760 4.224
43 H 2.653 0.094 1.569
44 H 2.078 2.550 2.859
45 H 2.503 2.367 1.085

Summary:
frontier orbital gap: 0.321 Eh
ΔE to the lowest compared entry with this formula, charge and spin: 0.187 eV
net charge: 0
HOMO level: -7.89 eV
strongest force on any atom: 2.7 eV/Å

=====

- What is the formula in the first record?
  C21H23N